Below is C31H36N2O2P2S2Ta as an isolated structure in a non-equilibrium geometry, with properties calculated with ωB97M-V with the def2-TZVPD basis set.

The max |F| is 0.0274 Eh/bohr. For the molar mass, the calculation gives 775.671 u. The HOMO-LUMO gap is 6.49 eV. Its total charge is +1. The HOMO energy comes out at -10.04 eV. As for the energy relative to the best compared isomer or geometry (same formula, charge and spin): 116.8 kJ/mol.

```
76
C31H36N2O2P2S2Ta ωB97M-V with the def2-TZVPD basis set
C 1.834 -0.072 -4.873
S 1.622 -1.752 -1.218
C -2.635 -0.579 -2.455
C -1.457 -3.169 -1.916
C -0.750 1.903 4.211
H 2.364 -0.170 -5.812
H -1.943 3.668 -2.043
Ta 0.165 -0.196 0.022
H -4.140 -2.176 -0.664
C -3.944 -0.396 -4.469
H -0.567 1.739 -3.373
C -3.216 2.008 0.243
H 4.768 -2.391 2.449
H -2.368 -3.748 -2.069
H 2.877 -1.683 -3.894
C -0.261 2.958 4.959
C 0.819 -1.742 1.469
H -1.128 3.788 -0.479
P -1.855 1.544 -0.855
H -0.258 3.118 -1.837
H -3.791 1.131 0.532
C 4.956 -1.367 2.810
C 2.711 -0.437 2.657
C 1.000 3.728 3.087
C -3.264 -1.948 -0.056
H -0.318 -4.894 2.178
H 5.306 -0.002 0.572
C 0.313 -4.016 2.230
H -0.842 -2.972 0.814
O 1.317 3.523 0.239
P -1.852 -1.579 -1.152
N 0.476 0.194 -2.467
C 1.386 -3.967 3.105
C 1.891 -1.695 2.374
H 2.726 -0.310 3.743
H 1.006 4.699 4.992
H -4.611 1.580 -4.980
H -3.035 -2.800 0.582
H -2.821 2.469 1.147
C 4.275 -0.293 0.780
N 4.088 -0.373 2.213
C 2.137 -2.808 3.181
H -3.194 -2.243 -3.706
C 0.851 0.901 -4.718
H -0.953 -3.002 -2.868
H 5.994 -1.120 2.586
H 1.615 -4.809 3.745
H -4.409 -0.863 -5.326
C 0.206 1.004 -3.508
C -0.370 1.721 2.877
H -0.569 3.059 5.991
O 1.140 1.292 0.452
C 1.413 -0.755 -2.635
H -3.865 2.712 -0.282
C -4.053 0.975 -4.278
C -3.250 -1.173 -3.553
C 0.039 -2.910 1.440
H 2.185 0.430 2.256
C 2.122 -0.913 -3.822
C -2.710 0.804 -2.281
H -3.530 2.642 -3.051
H -3.476 -1.094 0.586
H 0.587 1.571 -5.523
H 4.840 -1.362 3.896
C 0.524 2.656 2.326
H -0.779 -3.717 -1.265
C 1.016 2.615 0.939
H -1.435 1.194 4.656
H 1.680 4.428 2.621
C 0.620 3.879 4.403
H 2.935 -2.749 3.913
H 3.621 0.473 0.357
C -1.237 3.177 -1.375
C -3.442 1.571 -3.185
S -1.181 0.338 2.097
H 4.083 -1.244 0.256
```